Record 1
This record from the OMol25 dataset describes 3 unconnected molecules or ions with the total composition C4H9N3 in a non-equilibrium geometry. The level of theory is ωB97M-V with the def2-TZVPD basis set.

Values from the calculation:
- relative energy (zero: lowest compared OMol25 entry of this formula, charge and spin) (eV) = 3.8356
- charge = +2
- frontier orbital gap (eV) = 5.4
- LUMO level (eV) = -11.88
- energy (a.u.) = -321.2595

Positions of all 16 atoms, in Å:
C (2.2049, -1.6876, -0.1260)
C (1.6657, 0.5021, -1.0920)
C (1.8375, -0.0163, 1.2484)
C (1.1411, 2.4754, 0.3186)
N (2.1392, -1.3025, 1.1486)
N (1.9971, -0.8213, -1.1507)
N (1.5070, 1.1577, 0.0238)
H (2.4324, -2.7250, -0.3517)
H (1.5316, 1.0003, -2.0540)
H (1.7724, 0.4623, 2.2170)
H (-6.1027, -2.7840, 0.2386)
H (-5.7840, -3.2929, 0.8282)
H (1.5387, 2.7873, 1.2885)
H (1.4912, 3.1558, -0.4639)
H (0.0458, 2.5682, 0.3593)
H (2.0937, -1.2094, -2.0929)


Record 2
This record from the OMol25 dataset describes a molecular structure, C41H43BKN15OS2 in a non-equilibrium geometry. The level of theory is ωB97M-V with the def2-TZVPD basis set.

Values from the calculation:
- relative energy (zero: lowest compared OMol25 entry of this formula, charge and spin) (eV) = 0.5786
- charge = -1
- expectation value of S² = 0.777
- frontier orbital gap (spin up / spin down) (eV) = 6.1 / 6.5
- LUMO level (spin up / spin down) (eV) = 1.37 / 1.12
- energy (a.u.) = -3906.1248
- 2S+1 = 2

Positions of all 104 atoms, in Å:
K (0.8542, -0.5595, -0.1129)
C (-1.8292, 0.5517, 3.5438)
C (-2.0796, -0.6929, 2.7551)
C (-2.5627, -1.9220, 3.2342)
C (-2.6209, -2.7243, 2.1220)
N (-2.2113, -2.0012, 1.0651)
N (-1.8642, -0.7437, 1.4482)
B (-2.0195, -2.4134, -0.4128)
N (-2.1665, -1.1295, -1.2573)
C (-3.3415, -0.4935, -1.4304)
C (-3.0970, 0.7157, -2.0332)
C (-1.6994, 0.7501, -2.1827)
C (-0.8444, 1.8375, -2.7490)
N (-1.1542, -0.3609, -1.7112)
N (-0.6618, -3.1643, -0.5863)
C (-0.4386, -4.3854, -0.0619)
C (0.8279, -4.7835, -0.4123)
C (1.3333, -3.7142, -1.1691)
C (2.6859, -3.5906, -1.7943)
N (0.4291, -2.7481, -1.2786)
N (-3.1346, -3.3830, -0.8773)
C (-3.5043, -3.5850, -2.1577)
C (-4.3615, -4.6607, -2.1878)
C (-4.4463, -5.0751, -0.8459)
C (-5.2157, -6.2211, -0.2709)
N (-3.6998, -4.3051, -0.0709)
H (-2.5982, 0.6799, 4.3074)
H (-1.8376, 1.4225, 2.8913)
H (-0.8623, 0.5122, 4.0497)
H (-2.8211, -2.1829, 4.2449)
H (-2.9415, -3.7431, 1.9979)
H (-4.2640, -0.9433, -1.1080)
H (-3.8155, 1.4623, -2.3225)
H (-1.3120, 2.2848, -3.6266)
H (0.1308, 1.4444, -3.0336)
H (-0.6832, 2.6380, -2.0238)
H (-1.1945, -4.8859, 0.5179)
H (1.3255, -5.6975, -0.1428)
H (3.1668, -4.5668, -1.8429)
H (3.3362, -2.9340, -1.2115)
H (2.6137, -3.1867, -2.8052)
H (-3.1331, -2.9570, -2.9476)
H (-4.8568, -5.0828, -3.0442)
H (-5.9926, -6.5488, -0.9611)
H (-5.6839, -5.9367, 0.6706)
H (-4.5611, -7.0714, -0.0726)
S (1.0017, -2.4999, 2.7511)
C (2.2811, -3.5177, 2.4304)
C (2.0914, -4.9166, 2.7276)
N (1.9211, -6.0258, 2.9794)
C (3.5283, -3.1389, 1.8777)
S (3.9904, -1.5820, 1.4773)
C (4.4891, -4.1844, 1.6321)
N (5.2773, -4.9973, 1.4273)
C (1.5411, -2.6428, -6.0434)
C (2.7046, -1.8903, -6.1899)
C (3.0965, -1.0140, -5.1964)
C (2.3123, -0.8879, -4.0508)
C (1.1482, -1.6250, -3.9027)
C (0.7674, -2.5109, -4.9020)
N (2.6376, -0.0166, -2.9582)
N (3.7851, 0.4708, -3.0102)
C (4.1547, 1.2974, -1.9025)
C (5.2603, 2.1089, -2.1222)
C (5.7245, 2.8850, -1.0768)
C (5.0822, 2.7942, 0.1470)
C (3.9875, 1.9469, 0.2562)
N (3.5131, 1.2232, -0.7481)
H (1.2440, -3.3323, -6.8226)
H (3.3080, -1.9959, -7.0828)
H (3.9997, -0.4275, -5.2892)
H (0.5724, -1.5333, -2.9899)
H (-0.1289, -3.1027, -4.7762)
H (5.7362, 2.1018, -3.0922)
H (6.5844, 3.5289, -1.2086)
H (5.4223, 3.3534, 1.0066)
H (3.4669, 1.8466, 1.1986)
C (-3.3191, 6.5159, 1.2521)
C (-1.9121, 6.9107, 1.6789)
N (-1.1843, 5.7889, 2.2607)
C (-1.3992, 5.5343, 3.6736)
C (-0.6079, 6.4648, 4.5859)
C (-0.4010, 5.0476, 1.4332)
O (-0.3118, 5.2940, 0.2405)
C (0.3011, 3.8405, 1.9828)
C (1.1378, 3.8076, 3.0875)
C (1.7474, 2.6142, 3.4381)
C (1.4889, 1.4856, 2.6759)
N (0.6846, 1.5060, 1.6165)
C (0.1192, 2.6524, 1.2767)
H (-3.8364, 7.3694, 0.8138)
H (-3.9113, 6.1607, 2.0963)
H (-3.2722, 5.7232, 0.5071)
H (-1.9396, 7.7174, 2.4160)
H (-1.3477, 7.2593, 0.8146)
H (-1.1790, 4.4880, 3.8886)
H (-2.4669, 5.6700, 3.8692)
H (0.4549, 6.4357, 4.3561)
H (-0.7445, 6.1802, 5.6280)
H (-0.9378, 7.4975, 4.4741)
H (1.3411, 4.7007, 3.6623)
H (2.4084, 2.5563, 4.2911)
H (1.9330, 0.5245, 2.9131)
H (-0.5391, 2.6339, 0.4168)


Record 3
This record from the OMol25 dataset describes 3 unconnected molecules or ions with the total composition C32H54ClN2O10P3S in a non-equilibrium geometry. The level of theory is ωB97M-V with the def2-TZVPD basis set.

Values from the calculation:
- relative energy (zero: lowest compared OMol25 entry of this formula, charge and spin) (eV) = 24.9576
- SMILES = CCC(=O)OCCc1ccc2c(c1)Sc1cc(C[C@H](C)Cl)cc([PH2]=N)c1N2.CCOP(=O)(OCC)OCC.CCOP(=O)(OCC)OCC
- frontier orbital gap (eV) = 5.9
- LUMO level (eV) = -1.74
- energy (a.u.) = -3995.2195

Positions of all 103 atoms, in Å:
C (-4.2395, 1.2333, -9.4534)
C (-3.2211, 1.2046, -8.1518)
C (-2.4738, -0.2869, -8.1688)
O (-3.3066, -1.3551, -8.1039)
O (-1.0154, -0.4834, -8.2957)
C (-0.5531, -1.5750, -7.3797)
C (1.0753, -1.5379, -7.2040)
C (1.4118, -0.2864, -6.1656)
C (1.2936, 1.2305, -6.7777)
C (1.6567, 2.5140, -5.8177)
C (2.1354, 2.3827, -4.2190)
C (2.2225, 0.8596, -3.6355)
C (1.8505, -0.4579, -4.5941)
S (2.7589, 0.5646, -1.8664)
C (2.7423, 2.2702, -1.0948)
C (2.9123, 2.4193, 0.5609)
C (2.9602, 3.8810, 1.3318)
C (3.1742, 4.1109, 2.9407)
C (1.8359, 3.8526, 3.8560)
C (2.0935, 2.5166, 4.7704)
Cl (0.2716, 3.8276, 2.8563)
C (2.7807, 5.2155, 0.3931)
C (2.6099, 5.0596, -1.2325)
P (2.4626, 6.6698, -2.2941)
N (3.8276, 6.6905, -3.2227)
C (2.5860, 3.5934, -2.0402)
N (2.4683, 3.6728, -3.5322)
H (-5.1884, 0.5682, -9.2509)
H (-3.6484, 0.7068, -10.3340)
H (-4.6227, 2.3135, -9.7317)
H (-2.4435, 2.0974, -8.1418)
H (-3.8529, 1.3073, -7.1630)
H (-0.9669, -2.6329, -7.7181)
H (-1.0119, -1.2963, -6.3172)
H (1.5501, -2.5202, -6.7629)
H (1.5855, -1.2234, -8.2353)
H (0.9797, 1.3662, -7.9159)
H (1.5947, 3.5833, -6.3026)
H (1.9004, -1.5713, -4.1774)
H (3.0304, 1.4646, 1.2684)
H (4.1261, 3.5242, 3.3596)
H (3.4527, 5.2635, 3.0799)
H (1.7604, 4.7679, 4.6132)
H (3.2166, 2.1413, 4.7795)
H (1.4196, 1.6367, 4.3463)
H (1.8303, 2.7916, 5.8788)
H (2.7759, 6.3277, 0.8284)
H (2.3551, 7.8638, -1.4796)
H (1.3594, 6.5811, -3.2531)
H (4.3755, 7.5596, -3.0257)
H (3.2690, 4.1785, -3.9868)
C (1.6645, -5.9171, 0.8405)
C (1.8595, -6.0357, 2.3389)
O (2.6199, -4.9537, 2.8507)
P (1.9187, -3.4540, 2.9364)
O (0.9230, -3.8369, 4.0586)
O (3.0375, -2.7597, 3.9601)
C (2.6293, -2.2693, 5.2311)
C (2.7430, -3.3472, 6.2990)
O (3.0312, -3.0261, 1.6826)
C (2.5202, -2.5874, 0.4365)
C (1.2502, -1.7682, 0.5237)
H (0.9979, -5.0809, 0.6084)
H (1.2115, -6.8267, 0.4343)
H (2.6174, -5.7403, 0.3346)
H (0.8974, -6.1047, 2.8554)
H (2.4182, -6.9511, 2.5556)
H (1.6135, -1.8600, 5.1776)
H (3.2862, -1.4327, 5.4921)
H (2.3388, -4.3078, 5.9735)
H (2.2261, -3.0412, 7.2144)
H (3.7953, -3.5257, 6.5408)
H (2.3758, -3.4524, -0.2149)
H (3.3039, -1.9773, -0.0305)
H (0.4429, -2.3260, 1.0118)
H (0.9096, -1.4894, -0.4755)
H (1.4166, -0.8562, 1.1058)
C (-1.4977, -1.3476, 4.9163)
C (-2.3008, -2.3399, 4.0991)
O (-3.6814, -2.0163, 4.0999)
P (-4.1941, -0.6997, 3.2327)
O (-3.9110, -1.3336, 1.8489)
O (-5.8205, -1.0692, 3.2363)
C (-6.5026, -1.2855, 2.0072)
C (-6.4604, -2.7525, 1.6055)
O (-4.5105, 0.0087, 4.7791)
C (-3.8318, 1.1993, 5.1367)
C (-3.5827, 2.1571, 3.9911)
H (-1.4722, -0.3747, 4.4159)
H (-0.4646, -1.6880, 5.0355)
H (-1.9402, -1.2070, 5.9062)
H (-1.9230, -2.4004, 3.0740)
H (-2.2040, -3.3334, 4.5470)
H (-6.0932, -0.6400, 1.2211)
H (-7.5451, -0.9798, 2.1463)
H (-5.4672, -3.1921, 1.7174)
H (-6.7850, -2.8790, 0.5675)
H (-7.1262, -3.3364, 2.2484)
H (-2.8932, 0.9404, 5.6322)
H (-4.4500, 1.7024, 5.8910)
H (-2.9920, 1.6894, 3.1952)
H (-3.0372, 3.0351, 4.3428)
H (-4.5283, 2.4848, 3.5476)